[1]
{
  "formula": "C5H8O",
  "method": "the ωB97M-V functional and the def2-TZVPD basis",
  "smiles": "C#CCOCC",
  "homo_lumo_gap_ha": 0.400,
  "homo_energy_ev": -9.852,
  "elements": ["C", "C", "C", "O", "C", "C", "H", "H", "H", "H", "H", "H", "H", "H"],
  "coordinates": [[3.33792, -0.76559, -0.09400], [2.36243, -0.00924, -0.05774], [1.18484, 0.87878, 0.07730], [0.19886, -0.15242, 0.07839], [-1.15718, 0.31253, -0.17302], [-2.22823, -0.72179, 0.03536], [4.11380, -1.51586, 0.15453], [1.02870, 1.48797, -0.80697], [1.15487, 1.49888, 0.99803], [-1.30584, 1.11254, 0.59786], [-1.24187, 0.70513, -1.22221], [-3.19060, -0.21040, -0.32098], [-2.09045, -1.74358, -0.54334], [-2.16726, -0.87696, 1.27680]],
  "forces_ev_per_a": [[-1.95, 1.12, 0.90], [3.45, -0.93, 0.27], [-0.21, -1.77, -0.33], [-2.09, -0.03, -0.05], [1.20, 0.98, -0.17], [-0.12, -1.36, 2.07], [-0.95, 1.05, -0.70], [0.25, 0.43, -0.14], [0.21, -0.37, -0.42], [-0.29, -0.18, -0.96], [0.35, 0.03, 0.82], [1.13, -1.01, 0.90], [-0.13, 2.20, 1.28], [-0.84, -0.16, -3.47]],
  "nbo_charge": [-0.25, -0.01, -0.13, -0.54, -0.08, -0.63, 0.25, 0.20, 0.20, 0.17, 0.16, 0.22, 0.23, 0.21]
}

=====

[2]
{
  "formula": "C47H47ClIIrN7O2P3SSe2",
  "method": "the ωB97M-V functional and the def2-TZVPD basis",
  "homo_lumo_gap_ha": 0.239,
  "homo_energy_ev": -6.891,
  "elements": ["Ir", "Se", "P", "C", "C", "C", "C", "C", "C", "C", "C", "C", "C", "C", "C", "C", "C", "N", "N", "N", "P", "Se", "C", "C", "C", "C", "C", "C", "C", "C", "C", "C", "C", "C", "H", "H", "H", "H", "H", "H", "H", "H", "H", "H", "H", "H", "H", "H", "H", "H", "H", "H", "H", "H", "Cl", "C", "C", "C", "I", "C", "O", "C", "N", "C", "C", "C", "C", "H", "H", "H", "H", "S", "C", "C", "C", "C", "C", "C", "H", "H", "H", "H", "H", "C", "N", "C", "P", "O", "N", "C", "C", "N", "C", "C", "H", "H", "H", "H", "H", "H", "H", "H", "H", "H", "H", "H", "H", "H", "H", "H", "H", "H"],
  "coordinates": [[-0.01894, 0.27548, 0.05872], [-5.25383, 3.96314, 2.92185], [-3.23297, 4.16947, 3.46830], [-3.02139, 3.77964, 5.22752], [-3.35175, 2.49032, 5.64781], [-3.34478, 2.18070, 6.99450], [-3.02471, 3.15773, 7.93216], [-2.69245, 4.43535, 7.51735], [-2.69551, 4.75242, 6.16264], [-2.53440, 5.83430, 3.29569], [-3.37174, 6.92847, 3.12208], [-2.83349, 8.21057, 3.07688], [-1.46412, 8.39005, 3.21230], [-0.62563, 7.29370, 3.38319], [-1.15687, 6.01468, 3.42301], [-2.06687, 3.08316, 2.62072], [-1.77228, 2.69548, 1.31295], [-0.75164, 1.79541, 1.43119], [-0.45680, 1.64981, 2.70979], [-1.22504, 2.40838, 3.43690], [-2.15872, 3.19003, -0.36293], [-1.59460, 1.60463, -1.69288], [-1.07078, 4.64638, -0.60368], [-1.32593, 5.85262, 0.05158], [-0.49259, 6.94453, -0.13134], [0.62805, 6.83378, -0.94004], [0.90954, 5.62800, -1.56003], [0.05880, 4.53854, -1.40926], [-3.86288, 3.72733, -0.68628], [-4.43555, 4.87666, -0.14455], [-5.69472, 5.28558, -0.55004], [-6.39866, 4.56036, -1.49748], [-5.85162, 3.39924, -2.02194], [-4.59219, 2.98503, -1.61750], [-3.61736, 1.74063, 4.91295], [-3.59464, 1.17782, 7.31603], [-3.04556, 2.92211, 8.98876], [-2.43216, 5.19453, 8.24375], [-2.44777, 5.75654, 5.84509], [-4.44007, 6.76480, 3.03168], [-3.48363, 9.06549, 2.94203], [-1.04636, 9.38899, 3.18166], [0.44239, 7.43878, 3.48346], [-0.51247, 5.15367, 3.56375], [-2.16242, 5.95354, 0.72147], [-0.73262, 7.88200, 0.35284], [1.27681, 7.68863, -1.08480], [1.79068, 5.53679, -2.17920], [0.27913, 3.60113, -1.90508], [-3.93789, 5.46069, 0.60899], [-6.13165, 6.16976, -0.10476], [-7.37356, 4.90035, -1.82342], [-6.40537, 2.81142, -2.74195], [-4.16761, 2.08217, -2.03183], [-2.89347, -5.98348, -0.69986], [-2.40078, -4.42775, -0.09420], [-2.70518, -4.06696, 1.19007], [-2.30173, -2.82202, 1.70243], [-2.77638, -2.24962, 3.64532], [-1.56131, -1.93029, 0.94834], [-1.11829, -0.78866, 1.39243], [-1.29260, -2.31366, -0.38116], [-0.64379, -1.37692, -1.10558], [-0.35256, -1.59295, -2.36918], [-0.72543, -2.78888, -3.00753], [-1.40168, -3.74728, -2.30106], [-1.70017, -3.53779, -0.93714], [-3.27547, -4.74354, 1.81148], [0.16742, -0.79909, -2.88559], [-0.49534, -2.92351, -4.05500], [-1.72627, -4.65989, -2.78252], [1.91620, -1.04488, 0.46773], [2.76686, -0.49196, 1.92128], [4.16038, -0.56489, 1.94189], [4.86461, -0.19217, 3.07998], [4.18736, 0.26644, 4.20067], [2.80061, 0.34132, 4.17842], [2.09068, -0.04282, 3.04896], [4.68847, -0.91502, 1.06157], [5.94567, -0.26337, 3.09430], [4.73875, 0.56154, 5.08500], [2.25700, 0.69588, 5.04614], [1.01512, 0.01219, 3.04237], [2.35296, 3.80873, -4.01313], [1.78755, 2.55576, -3.55013], [0.88234, 1.94208, -4.52022], [2.44496, 1.53167, -2.42345], [1.36491, 0.71900, -1.77558], [3.44086, 0.52687, -3.26071], [4.35287, 0.97674, -4.29735], [3.68181, -0.83796, -2.79977], [3.27382, 2.41934, -1.32227], [4.58010, 3.00927, -1.56346], [2.72349, 2.75077, -0.00657], [1.56694, 4.56518, -4.07881], [2.79444, 3.70588, -5.01108], [3.11767, 4.16251, -3.32519], [-0.01796, 2.55256, -4.62436], [0.58511, 0.95646, -4.17366], [1.35766, 1.84653, -5.50313], [4.21303, 2.03487, -4.50840], [4.17552, 0.42270, -5.22407], [5.39381, 0.81513, -4.00190], [2.95080, -1.09870, -2.04000], [4.68352, -0.94493, -2.37223], [3.58316, -1.52887, -3.64154], [4.98662, 2.68249, -2.51764], [5.27274, 2.70467, -0.77474], [4.52733, 4.10337, -1.55816], [1.84498, 2.15002, 0.20361], [2.44506, 3.80655, 0.05575], [3.46665, 2.52922, 0.76236]],
  "forces_ev_per_a": [[-1.82, -1.68, -1.82], [0.02, 0.02, -0.02], [-0.20, -0.16, 0.06], [-0.05, -0.06, -0.02], [0.03, 0.06, 0.01], [-0.01, 0.01, -0.03], [0.01, -0.01, 0.01], [-0.01, 0.04, -0.04], [0.04, -0.08, -0.02], [-0.03, 0.02, 0.02], [0.03, 0.08, -0.01], [0.01, -0.07, -0.03], [-0.01, 0.01, -0.02], [-0.01, -0.02, 0.01], [-0.01, 0.03, 0.03], [0.01, 0.02, 0.12], [0.07, -0.34, 0.00], [1.22, 0.27, 0.22], [-0.04, 0.19, -0.05], [0.00, -0.01, -0.08], [0.12, 0.60, 0.07], [-0.07, -0.33, 0.70], [-0.05, 0.01, -0.08], [0.09, -0.06, -0.07], [-0.09, -0.01, -0.04], [-0.02, 0.03, 0.01], [-0.03, -0.01, -0.02], [-0.03, 0.06, 0.07], [0.00, -0.11, -0.13], [-0.02, -0.01, -0.09], [0.00, 0.05, -0.02], [0.00, 0.01, 0.01], [0.01, 0.01, 0.06], [-0.05, 0.02, 0.03], [0.00, -0.02, 0.03], [-0.01, 0.01, 0.01], [0.05, -0.02, -0.01], [-0.03, 0.00, 0.00], [0.01, 0.01, 0.03], [0.01, -0.01, 0.00], [0.00, -0.01, 0.01], [0.00, -0.01, 0.01], [0.00, -0.01, 0.00], [0.01, 0.02, -0.01], [0.01, 0.05, 0.01], [0.04, -0.03, 0.05], [0.02, -0.03, 0.00], [-0.01, 0.02, 0.07], [-0.02, 0.02, -0.02], [0.00, -0.02, 0.04], [0.02, 0.00, -0.01], [-0.01, -0.04, 0.03], [0.03, 0.00, -0.02], [-0.01, -0.01, 0.00], [-0.01, 0.06, 0.00], [-0.04, -0.04, 0.00], [0.02, 0.14, -0.05], [-0.05, 0.07, 0.34], [-0.01, -0.09, -0.04], [0.05, -0.13, 0.30], [0.06, 0.64, -0.09], [-0.14, 0.00, -0.07], [1.87, 0.52, -0.49], [-0.20, -0.22, -0.10], [-0.19, 0.10, 0.09], [0.08, -0.01, -0.07], [-0.09, -0.04, -0.16], [0.04, 0.01, 0.03], [0.12, -0.07, 0.08], [0.01, -0.01, 0.01], [0.05, -0.03, 0.05], [-0.65, 0.41, 0.79], [0.04, -0.15, -0.12], [0.04, 0.07, 0.00], [-0.03, -0.06, -0.07], [0.00, 0.05, 0.07], [0.00, 0.02, -0.09], [0.11, -0.09, 0.15], [0.00, 0.00, 0.02], [-0.01, 0.01, -0.04], [-0.02, -0.01, -0.01], [0.01, 0.00, -0.01], [-0.04, -0.02, 0.02], [-0.08, -0.03, 0.10], [0.03, -0.12, -0.28], [0.06, 0.15, 0.04], [-0.31, 0.03, 0.39], [-0.14, 0.55, 0.22], [0.15, -0.27, -0.01], [-0.23, -0.06, -0.12], [-0.02, 0.09, 0.00], [0.08, 0.16, 0.19], [-0.05, -0.17, 0.03], [-0.03, 0.07, -0.06], [0.02, 0.00, -0.05], [0.05, -0.03, 0.01], [-0.02, 0.02, -0.02], [0.00, -0.01, 0.00], [-0.05, 0.00, -0.03], [0.03, -0.02, 0.02], [0.01, -0.01, -0.04], [0.04, -0.02, 0.00], [0.01, 0.04, 0.03], [0.04, -0.02, 0.05], [0.01, 0.00, -0.01], [0.04, 0.01, -0.02], [0.04, 0.04, 0.01], [0.02, -0.01, -0.01], [0.01, 0.01, -0.01], [-0.02, -0.02, 0.02], [0.06, 0.03, -0.01], [0.01, -0.04, -0.01]],
  "mulliken_charge": [2.03, -0.33, 0.82, 0.85, -0.58, -0.72, -0.50, -0.74, -0.36, 0.05, -0.39, -0.65, -0.58, -0.85, 0.01, 0.16, -0.83, 0.76, -0.70, -0.43, 1.43, -0.60, -0.20, 0.54, -1.25, -1.26, -0.12, 1.33, 0.95, -0.28, -1.19, -0.54, -0.85, -0.67, 0.41, 0.40, 0.37, 0.41, 0.33, 0.46, 0.42, 0.41, 0.45, 0.47, -0.23, 0.53, 0.42, 0.20, -0.36, 0.72, 0.40, 0.38, 0.43, 0.38, -0.27, 0.62, -0.53, -0.31, 0.08, 0.10, -0.34, 0.57, 0.33, 0.37, -1.29, -0.85, -0.49, 0.42, -0.04, 0.51, 0.44, -0.47, 0.57, -0.62, -0.63, -0.49, -0.63, -0.17, 0.41, 0.37, 0.37, 0.42, 0.48, -1.51, 1.04, -0.93, -1.36, -0.35, 0.93, -1.29, -0.62, 1.18, -1.24, -0.59, 0.42, 0.33, 0.45, 0.32, 0.13, 0.28, 0.38, 0.32, 0.37, -0.08, 0.25, 0.25, 0.27, 0.33, 0.37, -0.53, 0.24, 0.41]
}

=====

[3]
{
  "formula": "C5H6O",
  "method": "the ωB97M-V functional and the def2-TZVPD basis",
  "homo_lumo_gap_ha": 0.374,
  "homo_energy_ev": -9.333,
  "elements": ["C", "C", "C", "C", "O", "C", "H", "H", "H", "H", "H", "H"],
  "coordinates": [[-1.38298, -1.17250, 0.36503], [-0.52360, -1.67881, -0.52853], [-0.08070, -0.32272, -0.12709], [-0.00511, 0.99168, -0.91735], [1.24120, 1.29808, -0.27726], [1.24410, 0.09176, 0.50051], [-1.96392, -1.51049, 1.21815], [-1.17143, 0.01199, 0.66482], [0.10682, 0.83159, -1.99555], [-0.77448, 1.74982, -0.72838], [1.23726, 0.28927, 1.57915], [2.07284, -0.57968, 0.24650]],
  "forces_ev_per_a": [[-0.04, -0.44, -0.01], [-0.26, 0.33, 0.33], [0.29, 0.12, -0.11], [-0.27, 0.04, -0.20], [0.12, 0.16, -0.01], [0.10, -0.23, 0.22], [0.06, 0.06, -0.15], [0.03, 0.02, -0.04], [-0.01, 0.02, 0.14], [0.10, -0.12, -0.01], [-0.01, -0.03, -0.16], [-0.11, 0.09, 0.02]],
  "nbo_charge": [-0.48, -0.08, -0.08, -0.07, -0.52, -0.08, 0.27, 0.28, 0.20, 0.18, 0.19, 0.20]
}

=====

[4]
{
  "formula": "C2H3NO2S2",
  "method": "the ωB97M-V functional and the def2-TZVPD basis",
  "smiles": "C=[SH]#S#C[N+](=O)[O-]",
  "homo_lumo_gap_ha": [0.258, 0.251],
  "homo_energy_ev": [-8.025, -8.364],
  "elements": ["C", "S", "S", "C", "N", "O", "O", "H", "H", "H"],
  "coordinates": [[-1.60882, -0.23020, 0.50561], [-1.68739, 1.44442, 0.07327], [0.85052, 1.78290, -0.14932], [1.18151, 0.29007, -0.39913], [2.00549, -0.72883, -0.21787], [1.95597, -0.69699, 1.05777], [2.46188, -1.54341, -1.01100], [-1.66297, -0.55630, 1.52382], [-2.05312, -0.92511, -0.19368], [-1.44307, 1.16344, -1.18948]],
  "forces_ev_per_a": [[-0.78, 1.01, -0.74], [-0.77, -1.96, 1.25], [1.59, 1.01, -0.73], [-1.34, 0.76, -0.38], [-0.37, -0.60, 0.20], [1.32, -1.68, -0.24], [0.01, 0.84, 1.21], [0.15, 0.40, 0.51], [0.47, 0.05, -0.30], [-0.30, 0.18, -0.78]],
  "nbo_charge": [-0.62, 0.26, 0.25, -0.08, 0.39, -0.40, -0.36, 0.21, 0.21, 0.14]
}

=====

Relative energy (zero: lowest compared OMol25 entry of this formula, charge and spin)? In order: 3.782, 0.361, 6.439, 8.347 eV.